Here is a cluster of 6 separate species, C57H77I2N2O4Si in total from the OMol25 dataset. Energies are from the ωB97M-V functional and the def2-TZVPD basis.

HOMO-LUMO gap	7.55	eV
HOMO energy	-10.13	eV
net charge	+1

Last column: Löwdin charge in e.
Positions of all 143 atoms, in Å:
C1 4.29 -2.07 2.52  -0.12
O1 4.37 -2.08 1.12  -0.19
C2 3.45 -1.20 0.50  -0.22
C3 2.61 -1.93 -0.55  -0.16
C4 2.95 -1.61 -2.01  -0.19
C5 2.92 -0.12 -2.37  -0.20
C6 1.63 0.61 -1.95  -0.18
C7 0.89 1.34 -3.09  -0.18
C8 1.01 2.88 -3.00  -0.18
C9 0.23 3.40 -1.81  -0.26
C10 -1.28 3.12 -1.88  -0.68
I1 -2.23 3.22 -3.80  1.03
N1 -2.01 3.99 -0.98  -0.04
C11 -1.29 4.05 0.29  -0.40
C12 -2.26 4.42 1.40  -0.18
C13 -3.19 3.24 1.70  -0.24
O2 -4.33 3.35 0.86  -0.24
Si1 -5.70 2.39 1.08  0.44
C14 -6.12 1.56 -0.54  -0.15
C15 -7.09 3.53 1.58  -0.14
C16 -5.42 1.06 2.36  -0.16
C17 -0.06 4.94 0.10  -0.51
I2 -0.43 6.97 0.73  1.15
N2 0.52 4.84 -1.34  -0.13
C18 -0.02 5.92 -2.22  -0.09
C19 0.36 5.85 -3.71  -0.51
O3 1.49 5.67 -4.07  0.13
O4 -0.62 6.12 -4.57  0.10
C20 2.05 4.96 -1.25  -0.06
C21 2.61 6.14 -0.52  -0.27
C22 2.88 7.32 -1.21  -0.04
C23 3.41 8.41 -0.55  -0.02
C24 3.72 8.35 0.80  -0.26
C25 4.33 9.52 1.52  -0.04
C26 3.48 7.15 1.48  -0.03
C27 2.94 6.07 0.83  -0.08
H1 4.57 -1.09 2.94  0.08
H2 3.29 -2.32 2.88  0.09
H3 4.99 -2.80 2.93  0.09
H4 2.78 -0.80 1.27  0.10
H5 3.99 -0.35 0.09  0.11
H6 2.77 -2.99 -0.39  0.10
H7 1.56 -1.75 -0.36  0.10
H8 3.94 -2.01 -2.24  0.12
H9 2.24 -2.14 -2.65  0.12
H10 3.77 0.36 -1.88  0.10
H11 3.09 -0.01 -3.44  0.11
H12 1.92 1.35 -1.20  0.10
H13 0.95 -0.08 -1.45  0.10
H14 1.35 1.07 -4.04  0.12
H15 -0.15 1.03 -3.17  0.08
H16 0.72 3.32 -3.95  0.08
H17 2.08 3.07 -2.89  0.12
H18 0.59 2.81 -0.97  0.13
H19 -1.39 2.07 -1.58  0.10
H20 -2.93 3.58 -0.83  0.10
H21 -0.91 3.05 0.57  0.15
H22 -1.73 4.68 2.31  0.11
H23 -2.90 5.24 1.07  0.10
H24 -3.48 3.28 2.75  0.12
H25 -2.69 2.29 1.52  0.12
H26 -5.77 2.11 -1.41  0.03
H27 -5.75 0.53 -0.57  0.03
H28 -7.21 1.51 -0.61  0.03
H29 -7.32 3.47 2.64  0.03
H30 -8.00 3.25 1.05  0.02
H31 -6.88 4.57 1.30  0.04
H32 -5.09 1.45 3.32  0.03
H33 -4.69 0.33 1.99  0.03
H34 -6.37 0.55 2.50  0.04
H35 0.73 4.57 0.74  0.09
H36 0.44 6.85 -1.89  0.08
H37 -1.10 5.97 -2.08  0.11
H38 -1.42 6.43 -4.14  0.11
H39 2.39 4.99 -2.28  0.11
H40 2.41 4.03 -0.81  0.14
H41 2.67 7.37 -2.27  0.12
H42 3.59 9.32 -1.11  0.12
H43 3.74 9.82 2.38  0.09
H44 5.32 9.25 1.89  0.09
H45 4.47 10.36 0.84  0.08
H46 3.73 7.08 2.53  0.12
H47 2.78 5.14 1.37  0.12
C28 1.88 -0.21 6.87  -0.09
C29 0.57 -0.38 7.28  -0.09
C30 -0.45 -0.50 6.35  -0.09
C31 -0.15 -0.44 4.99  -0.10
C32 1.16 -0.26 4.58  -0.11
C33 2.18 -0.14 5.51  -0.10
H48 2.67 -0.12 7.60  0.10
H49 0.34 -0.44 8.34  0.10
H50 -1.47 -0.64 6.67  0.10
H51 -0.95 -0.53 4.26  0.10
H52 1.39 -0.21 3.52  0.08
H53 3.20 0.00 5.19  0.10
C34 2.42 -7.63 -2.25  -0.10
C35 1.80 -7.40 -1.03  -0.09
C36 2.33 -6.47 -0.14  -0.10
C37 3.49 -5.78 -0.48  -0.12
C38 4.11 -6.01 -1.69  -0.10
C39 3.58 -6.94 -2.58  -0.09
H54 2.01 -8.36 -2.94  0.09
H55 0.90 -7.94 -0.77  0.10
H56 1.85 -6.30 0.81  0.10
H57 3.91 -5.06 0.22  0.10
H58 5.02 -5.47 -1.95  0.10
H59 4.07 -7.13 -3.53  0.10
C40 5.20 -8.95 0.47  -0.09
C41 6.14 -9.58 -0.33  -0.09
C42 7.12 -10.37 0.25  -0.10
C43 7.16 -10.55 1.62  -0.10
C44 6.21 -9.92 2.43  -0.10
C45 5.24 -9.12 1.85  -0.09
H60 4.43 -8.33 0.03  0.07
H61 6.11 -9.45 -1.40  0.10
H62 7.86 -10.86 -0.38  0.10
H63 7.92 -11.17 2.07  0.10
H64 6.24 -10.05 3.50  0.10
H65 4.50 -8.63 2.48  0.10
C46 -11.09 3.30 2.32  -0.11
C47 -10.54 2.97 3.55  -0.11
C48 -10.78 3.77 4.65  -0.10
C49 -11.58 4.90 4.53  -0.09
C50 -12.13 5.23 3.30  -0.09
C51 -11.88 4.43 2.19  -0.10
H66 -10.90 2.67 1.46  0.10
H67 -9.92 2.09 3.65  0.10
H68 -10.35 3.52 5.61  0.10
H69 -11.77 5.53 5.39  0.10
H70 -12.75 6.11 3.20  0.10
H71 -12.31 4.69 1.23  0.10
C52 -0.11 -10.04 -7.45  -0.09
C53 -0.73 -9.81 -6.23  -0.10
C54 -0.20 -8.88 -5.34  -0.10
C55 0.95 -8.19 -5.68  -0.11
C56 1.58 -8.42 -6.90  -0.09
C57 1.05 -9.35 -7.78  -0.09
H72 -0.52 -10.77 -8.14  0.10
H73 -1.63 -10.35 -5.97  0.10
H74 -0.69 -8.70 -4.39  0.10
H75 1.36 -7.46 -4.99  0.08
H76 2.47 -7.87 -7.15  0.10
H77 1.53 -9.53 -8.73  0.10

---

Here is a structure of composition C57H95BF3IN16O5SiTa from the OMol25 dataset. Energies are from the ωB97M-V functional and the def2-TZVPD basis.

HOMO-LUMO gap	7.45	eV
HOMO energy	-5.91	eV
net charge	-1

Last column: Löwdin charge in e.
Positions of all 180 atoms, in Å:
C1 1.30 1.22 2.79  -0.06
C2 -0.13 1.70 2.51  -0.37
C3 -1.17 0.56 2.59  -0.05
C4 -0.23 2.53 1.23  -0.33
C5 0.54 3.86 1.38  -0.07
C6 0.32 1.86 -0.05  -0.32
O1 0.12 0.46 -0.19  -0.39
Ta1 0.10 -0.30 -2.08  1.55
I1 -2.28 1.20 -2.78  0.34
C7 -1.23 -2.01 -1.55  -0.39
C8 -0.70 -3.04 -0.54  -0.29
C9 -0.82 -2.62 0.93  -0.23
C10 -1.32 -3.73 1.86  -0.22
C11 -1.66 -3.23 3.27  -0.20
C12 -3.14 -2.87 3.52  -0.19
C13 -3.98 -2.52 2.27  -0.26
C14 -4.94 -1.33 2.51  -0.24
Si1 -5.65 -0.60 0.91  0.59
C15 -7.46 -0.16 1.19  -0.19
C16 -4.74 1.01 0.57  -0.15
C17 -5.49 -1.77 -0.54  -0.24
C18 -5.86 -3.12 -0.43  -0.11
C19 -5.75 -3.99 -1.51  -0.10
C20 -5.27 -3.54 -2.74  -0.09
C21 -4.91 -2.20 -2.87  -0.08
C22 -5.02 -1.33 -1.79  -0.12
C23 1.98 -1.50 -1.87  -0.24
C24 3.07 -1.05 -2.84  -0.38
O2 3.92 -0.05 -2.29  -0.01
C25 3.91 -2.23 -3.31  -0.56
F1 4.45 -2.96 -2.30  0.11
F2 3.22 -3.08 -4.09  0.15
F3 4.98 -1.82 -4.06  0.09
O3 1.22 1.29 -2.82  -0.18
B1 0.74 2.03 -3.85  -1.16
O4 0.49 3.42 -3.67  0.06
O5 0.54 1.53 -5.12  0.10
H1 1.77 0.78 1.91  0.08
H2 1.28 0.47 3.59  0.06
H3 1.92 2.04 3.16  0.06
H4 -0.38 2.39 3.33  0.12
H5 -1.75 0.49 1.67  0.06
H6 -1.84 0.74 3.43  0.06
H7 -0.67 -0.40 2.72  0.05
H8 -1.27 2.81 1.05  0.14
H9 0.28 4.57 0.59  0.07
H10 1.62 3.69 1.31  0.08
H11 0.34 4.32 2.35  0.07
H12 -0.12 2.39 -0.90  0.05
H13 1.40 2.05 -0.12  0.12
H14 0.08 -0.90 -3.81  -0.07
H15 -1.46 -2.53 -2.49  0.04
H16 -2.18 -1.59 -1.20  0.01
H17 -1.26 -3.98 -0.66  0.10
H18 0.34 -3.30 -0.75  0.04
H19 -1.45 -1.73 1.02  0.07
H20 0.16 -2.31 1.32  0.11
H21 -0.52 -4.48 1.92  0.10
H22 -2.18 -4.23 1.40  0.11
H23 -1.01 -2.38 3.50  0.09
H24 -1.39 -4.01 4.00  0.07
H25 -3.18 -2.02 4.21  0.06
H26 -3.63 -3.70 4.03  0.09
H27 -3.34 -2.25 1.43  0.08
H28 -4.58 -3.39 2.00  0.09
H29 -4.33 -0.53 2.95  0.06
H30 -5.72 -1.61 3.22  0.08
H31 -7.50 0.50 2.06  0.03
H32 -7.87 0.37 0.33  -0.01
H33 -8.07 -1.04 1.40  0.02
H34 -3.94 1.18 1.30  0.01
H35 -4.28 1.05 -0.42  -0.04
H36 -5.44 1.85 0.64  0.01
H37 -6.24 -3.50 0.51  0.09
H38 -6.03 -5.04 -1.38  0.09
H39 -5.19 -4.23 -3.57  0.06
H40 -4.52 -1.83 -3.82  0.10
H41 -4.72 -0.30 -1.93  0.01
H42 2.36 -1.38 -0.85  0.07
H43 1.73 -2.55 -2.07  0.03
H44 2.62 -0.66 -3.76  0.13
H45 4.73 -0.46 -1.97  0.09
H46 -0.08 3.48 -2.89  0.05
H47 0.03 2.18 -5.62  0.09
C26 7.28 -2.88 -5.92  -0.05
C27 7.99 -2.44 -7.11  -0.26
N1 8.50 -2.08 -8.07  0.15
H48 7.98 -3.34 -5.21  0.09
H49 6.80 -2.04 -5.44  0.06
H50 6.52 -3.61 -6.19  0.09
C28 4.08 -6.19 -1.60  -0.07
C29 2.72 -5.68 -1.75  -0.27
N2 1.67 -5.25 -1.88  0.17
H51 4.18 -6.70 -0.64  0.08
H52 4.30 -6.90 -2.39  0.08
H53 4.78 -5.37 -1.64  0.07
C30 -2.17 2.18 6.94  -0.07
C31 -2.40 0.82 6.49  -0.28
N3 -2.60 -0.24 6.11  0.16
H54 -1.86 2.19 7.99  0.08
H55 -1.38 2.65 6.35  0.09
H56 -3.08 2.77 6.85  0.04
C32 10.02 0.65 -9.23  -0.09
C33 10.66 1.16 -10.44  -0.29
N4 11.16 1.56 -11.39  0.11
H57 10.77 0.17 -8.60  0.08
H58 9.56 1.46 -8.68  0.04
H59 9.27 -0.09 -9.49  0.05
C34 -6.76 4.71 -0.69  -0.07
C35 -7.31 3.38 -0.93  -0.27
N5 -7.73 2.34 -1.12  0.15
H60 -5.87 4.86 -1.29  0.09
H61 -7.49 5.47 -0.95  0.05
H62 -6.50 4.82 0.37  0.08
C36 1.44 6.41 -3.30  -0.06
C37 1.55 7.53 -2.38  -0.26
N6 1.63 8.40 -1.65  0.13
H63 2.38 5.85 -3.33  0.09
H64 0.65 5.73 -2.98  0.06
H65 1.21 6.77 -4.30  0.09
C38 4.34 0.02 5.20  -0.08
C39 3.90 1.39 5.41  -0.30
N7 3.61 2.48 5.63  0.13
H66 4.77 -0.09 4.20  0.08
H67 5.09 -0.22 5.94  0.05
H68 3.50 -0.66 5.31  0.04
C40 0.64 -1.04 8.72  -0.06
C41 1.00 -1.01 7.31  -0.26
N8 1.29 -0.99 6.20  0.16
H69 -0.02 -1.89 8.91  0.08
H70 1.54 -1.13 9.33  0.08
H71 0.12 -0.12 8.99  0.07
C42 -7.92 -6.83 -3.71  -0.07
C43 -6.90 -6.25 -4.56  -0.28
N9 -6.08 -5.79 -5.21  0.14
H72 -8.19 -6.13 -2.92  0.08
H73 -8.81 -7.06 -4.30  0.08
H74 -7.55 -7.75 -3.26  0.08
C44 1.77 8.76 1.68  -0.08
C45 1.88 9.86 2.63  -0.29
N10 1.97 10.72 3.38  0.11
H75 2.71 8.21 1.64  0.08
H76 0.98 8.08 1.99  0.08
H77 1.56 9.14 0.68  0.04
C46 5.61 2.06 8.60  -0.07
C47 5.18 0.66 8.60  -0.29
N11 4.81 -0.42 8.59  0.14
H78 6.51 2.17 7.99  0.09
H79 4.82 2.67 8.18  0.07
H80 5.82 2.38 9.62  0.08
C48 -6.48 3.67 7.36  -0.06
C49 -5.23 4.19 7.89  -0.29
N12 -4.24 4.61 8.29  0.14
H81 -6.68 4.11 6.39  0.08
H82 -6.41 2.59 7.26  0.09
H83 -7.30 3.91 8.04  0.08
C50 0.08 -7.43 4.64  -0.07
C51 -1.27 -6.89 4.51  -0.28
N13 -2.31 -6.42 4.41  0.16
H84 0.17 -7.98 5.58  0.08
H85 0.29 -8.10 3.81  0.08
H86 0.80 -6.61 4.63  0.08
C52 5.89 1.27 -7.16  -0.06
C53 7.23 1.76 -6.88  -0.28
N14 8.28 2.14 -6.64  0.13
H87 5.44 1.86 -7.96  0.08
H88 5.93 0.23 -7.48  0.07
H89 5.27 1.35 -6.27  0.09
C54 -9.28 6.64 -3.59  -0.07
C55 -8.02 7.17 -3.09  -0.29
N15 -7.02 7.58 -2.70  0.14
H90 -9.49 7.07 -4.57  0.08
H91 -9.22 5.56 -3.68  0.08
H92 -10.09 6.90 -2.91  0.08
C56 11.60 -3.70 -7.44  -0.07
C57 12.50 -3.82 -6.30  -0.29
N16 13.20 -3.91 -5.40  0.12
H93 12.12 -3.22 -8.28  0.08
H94 11.27 -4.69 -7.76  0.08
H95 10.73 -3.10 -7.18  0.04

---

Going through the records in order, we get E_tot values of -3513.31576 -4450.03461 Eh.